Record 1
This record from the OMol25 dataset describes a single C4H7NO molecule at a distorted geometry. The level of theory is the ωB97M-V functional and the def2-TZVPD basis.

```
13
Properties=species:S:1:pos:R:3:forces:R:3:lowdin_charge:R:1
C 1.595 0.920 0.082 -0.0306 0.8047 0.2300 -0.0839
C 0.093 0.928 -0.414 0.6748 -0.1971 -0.0659 -0.2356
N 0.172 -0.483 -0.715 -0.4237 -0.8951 -0.2860 -0.0128
C -0.423 -1.309 0.043 -0.0973 -0.2544 -0.5435 -0.1330
C -1.844 -1.111 0.401 -0.3610 -0.1574 0.3287 -0.2624
O -2.533 -1.955 0.921 0.1897 0.3286 -0.0287 0.0528
H 2.063 1.829 -0.268 0.3221 0.4601 0.4216 0.0584
H 2.181 0.084 -0.346 -0.6435 0.5969 0.0545 0.0829
H 1.642 0.782 1.163 0.0025 0.3574 0.0029 0.0739
H -0.686 1.226 0.330 0.8269 -0.2568 -0.1993 0.1105
H -0.013 1.594 -1.279 0.1070 -0.5076 -0.0530 0.1081
H 0.026 -2.293 0.170 -0.4414 -0.2653 -0.2457 0.1212
H -2.274 -0.211 -0.089 -0.1256 -0.0140 0.3844 0.1199
```
Forces are in eV/Å.

The SMILES is CC/N=C\C=O. As for the relative energy (zero: lowest compared OMol25 entry of this formula, charge and spin): 3.042 eV. The gap between HOMO and LUMO comes out at 9.15 eV. The net charge is 0. For the total energy, the calculation gives -7796.60261 eV. The calculation puts the HOMO energy at -9.28 eV.

Record 2
This record from the OMol25 dataset describes 2 unconnected molecules or ions with the total composition C43H62BrN4O4S at a distorted geometry. The level of theory is the ωB97M-V functional and the def2-TZVPD basis.

```
115
Properties=species:S:1:pos:R:3:forces:R:3:lowdin_charge:R:1
C -4.651 -5.238 -4.921 0.4244 0.0142 -0.7287 0.0019
C -3.846 -5.105 -6.021 -0.0735 1.2906 1.4686 -0.1191
C -2.705 -4.035 -5.909 0.5889 0.5061 -0.6906 -0.0754
C -2.986 -2.609 -5.693 1.7843 -0.7040 0.1670 -0.1675
N -4.351 -2.127 -5.584 0.7025 -0.5283 0.3694 0.0808
C -1.872 -1.645 -5.549 1.2765 -1.6520 -0.4399 -0.0906
C -2.083 -0.128 -5.274 -0.5718 -0.7100 0.2991 -0.1573
C -2.848 0.648 -6.420 0.6022 0.6599 0.7466 -0.2248
O -4.107 1.098 -5.885 -0.1076 -0.1729 -0.7338 -0.1108
C -0.513 -2.187 -5.642 -0.6912 -1.1763 0.0362 -0.0245
C -0.234 -3.630 -5.861 -1.2249 0.4759 0.2426 -0.0156
C -1.325 -4.585 -6.002 -0.5260 1.8792 -0.4830 -0.0722
C -1.119 -6.127 -6.208 -0.2500 0.4774 1.7182 -0.1075
C -1.279 -6.835 -4.780 1.2611 -0.9375 -0.2996 -0.3762
C -1.381 -8.391 -5.078 -0.9144 0.4657 0.5182 -0.0944
C -0.027 -6.609 -3.841 -0.4618 0.1081 0.6467 -0.0716
C 1.264 -4.097 -5.894 -0.3731 1.1048 0.7110 -0.2947
O 1.701 -4.884 -6.698 -0.1881 0.1549 0.5948 0.1079
C 2.157 -3.408 -4.803 0.2073 0.8839 0.7103 -0.0601
C 3.163 -4.129 -4.031 -0.4514 2.7607 0.3794 0.0100
C 3.884 -3.355 -3.014 -1.6090 0.3164 -1.3903 -0.0223
C 3.606 -1.939 -2.780 -0.5371 0.0589 -0.7709 -0.1501
C 4.412 -1.246 -1.631 0.1206 -0.4171 -0.2972 -0.1420
C 3.673 -1.251 -0.221 0.1593 -0.7205 0.4674 -0.1803
C 2.409 -2.184 -0.145 -0.4756 0.5870 0.1674 -0.2071
C 1.599 -2.033 1.218 0.3209 -1.2864 -0.9681 -0.2269
C 2.354 -2.634 2.471 -1.2251 1.0795 0.3099 -0.2097
C 1.246 -3.189 3.473 0.2646 0.1182 -0.7367 -0.2403
C 0.025 -2.186 3.658 -0.7248 -1.3602 0.4479 -0.4610
S 0.576 -0.479 4.072 -0.7773 -0.0938 0.4798 0.9718
C -0.751 0.415 4.888 0.5003 2.1526 -0.3348 -0.6025
N -0.618 1.769 4.931 -1.0911 -3.1473 0.2739 -0.0110
N -1.719 2.199 5.622 -1.8629 -1.3900 1.2114 -0.0158
C -2.481 1.155 5.982 2.6201 1.9631 -1.3116 -0.1154
O -1.878 -0.014 5.518 0.0686 0.6515 0.0469 0.0238
C 2.604 -1.171 -3.575 0.6938 -2.9229 -0.5624 -0.1039
C 2.322 0.346 -3.367 0.4169 -0.5722 0.0219 -0.1495
C 1.066 0.701 -2.466 0.5343 1.4547 0.2009 -0.6295
C 1.435 1.159 -0.986 -0.6941 0.5826 -0.4348 -0.1341
Br -0.337 -0.684 -2.398 0.3733 0.4083 0.0455 0.8121
C 1.890 -1.971 -4.594 0.8125 -0.3542 0.9433 -0.0283
C 0.772 -1.302 -5.481 -0.1733 -1.3605 0.3740 -0.3019
O 0.927 -0.226 -6.010 -0.1893 -0.4575 0.4090 0.0961
H -4.845 -4.337 -4.284 0.9131 -1.2402 -0.0107 0.0653
H -5.086 -6.204 -4.577 -0.3876 0.9849 -0.9259 0.0710
H -3.937 -5.723 -6.942 0.5959 -0.0080 1.1735 0.1132
H -4.551 -1.873 -4.609 0.2223 0.2403 -0.5219 0.1009
H -5.013 -2.876 -5.798 0.3841 0.2185 -0.1525 0.0637
H -2.728 -0.065 -4.347 0.4961 0.1077 -1.0389 0.1031
H -1.131 0.397 -4.987 -0.8967 -0.7969 -0.6073 0.0749
H -2.256 1.589 -6.624 -0.6224 -0.9820 0.0326 0.1205
H -2.938 0.086 -7.382 -0.0341 0.2639 0.9136 0.1270
H -4.839 0.565 -6.233 0.5477 0.0113 0.1225 0.0749
H -1.910 -6.581 -6.857 0.8438 0.6600 0.2925 0.1002
H -0.096 -6.382 -6.574 -0.9655 0.3982 0.0350 0.1149
H -2.174 -6.454 -4.226 0.6032 -0.4172 -0.7791 0.1167
H -2.237 -8.523 -5.797 0.9750 -0.2293 0.4781 0.0747
H -1.644 -8.985 -4.160 0.2927 0.6287 -0.7260 0.0794
H -0.417 -8.810 -5.470 -0.9329 0.5337 0.0901 0.0849
H 0.453 -5.604 -3.969 -0.3724 -0.8916 0.0283 0.0567
H 0.738 -7.429 -3.934 -0.6488 0.8983 -0.1855 0.0831
H -0.383 -6.641 -2.768 0.4224 -0.0023 -1.0435 0.0829
H 3.371 -5.211 -4.194 -0.2550 1.0671 0.0647 0.1181
H 4.648 -3.906 -2.408 -0.7465 0.8348 -0.5203 0.1143
H 4.737 -0.212 -1.933 -0.4555 -0.9663 0.3308 0.1055
H 5.368 -1.833 -1.521 -0.9566 0.5995 -0.1177 0.1098
H 3.407 -0.236 0.164 0.2678 -0.7509 -0.5563 0.0849
H 4.420 -1.673 0.516 -0.7673 0.5675 -0.6141 0.1108
H 2.750 -3.239 -0.320 -0.4541 0.7690 0.3757 0.1167
H 1.646 -1.975 -0.951 1.0834 -0.0475 0.6202 0.0550
H 1.251 -0.978 1.367 0.5434 -0.8658 -0.0450 0.0752
H 0.657 -2.639 1.050 0.9183 0.5737 0.2011 0.1115
H 2.889 -1.781 2.979 -0.1419 -1.0342 -0.4539 0.0981
H 3.077 -3.423 2.146 -0.6266 0.6407 0.4578 0.1153
H 1.672 -3.511 4.457 -0.3434 0.4962 -0.7792 0.1092
H 0.817 -4.112 2.985 0.2443 0.8908 0.5803 0.1203
H -0.646 -2.222 2.755 0.8497 0.4069 0.8626 0.0863
H -0.584 -2.580 4.511 0.4796 0.4511 -0.6415 0.0846
H -3.416 1.236 6.577 0.9575 -0.7038 -0.7628 0.1415
H 2.242 0.833 -4.377 -0.1560 -0.5865 1.0640 0.1159
H 3.213 0.817 -2.859 -0.9156 -0.5388 -0.5411 0.1030
H 0.588 1.606 -2.938 0.2440 -1.2164 0.3190 0.0927
H 1.022 0.469 -0.210 0.7366 0.4519 -0.7048 0.0408
H 0.937 2.157 -0.801 0.4773 -1.0293 -0.1755 0.0823
H 2.534 1.338 -0.902 -0.9216 -0.3661 0.0965 0.0668
C -0.421 10.075 6.671 0.0535 0.0567 0.2478 -0.0922
C 0.776 9.202 6.285 -0.2843 0.2257 -0.1019 -0.2237
C 0.422 8.039 5.359 0.2586 -0.0009 0.2587 -0.1129
N -0.057 6.735 6.026 -0.0832 0.0965 -0.6526 -0.2405
C -0.821 6.974 7.315 0.0094 -0.2228 0.1209 -0.1111
C -1.158 5.687 8.053 -0.1093 -0.2364 -0.0595 -0.1627
C 0.085 4.852 8.311 0.0504 -0.0279 0.1515 -0.1820
C 0.814 4.573 7.009 -0.0842 -0.2175 0.0410 -0.1673
C 1.163 5.857 6.277 -0.1315 -0.1459 0.1959 -0.0977
C -0.967 6.069 5.011 0.2028 -0.0637 0.4360 0.0319
H -1.042 9.621 7.441 -0.0476 0.0427 -0.0362 0.0594
H -0.072 11.030 7.069 -0.0368 -0.0556 -0.0403 0.0841
H -1.052 10.287 5.805 0.0541 0.0012 0.0120 0.0846
H 1.326 8.875 7.170 0.0442 -0.0480 -0.0705 0.1109
H 1.461 9.848 5.729 0.0705 -0.2383 -0.0539 0.1218
H 1.301 7.765 4.773 -0.1409 -0.1747 0.0477 0.1313
H -0.347 8.351 4.652 -0.0645 -0.0604 0.1698 0.1275
H -0.187 7.578 7.965 0.0029 0.1015 -0.1893 0.1263
H -1.729 7.521 7.063 0.1761 0.0901 -0.0722 0.1370
H -1.627 5.941 9.007 -0.0338 0.1946 -0.1429 0.1296
H -1.896 5.102 7.497 0.0429 0.0032 0.0087 0.1144
H -0.190 3.914 8.798 0.0303 0.0617 -0.0505 0.1236
H 0.752 5.383 9.000 -0.0440 0.0020 -0.0036 0.1239
H 0.207 3.922 6.376 0.0532 0.0035 -0.0334 0.0824
H 1.733 4.020 7.219 0.0516 0.1389 -0.1754 0.1314
H 1.610 5.632 5.308 -0.0913 0.1866 0.0027 0.1376
H 1.867 6.454 6.862 -0.0947 0.0866 -0.0544 0.1414
H -0.400 5.922 4.093 -0.0514 0.0142 0.0632 0.1192
H -1.817 6.727 4.836 0.0891 -0.0304 0.0115 0.1138
H -1.315 5.112 5.394 0.0711 0.0042 -0.0916 0.0812
```
Forces are in eV/Å.

The gap between HOMO and LUMO comes out at 7.43 eV. The net charge is +1. For the total energy, the calculation gives -140613.74669 eV. The calculation puts the HOMO energy at -9.46 eV.

Record 3
This record from the OMol25 dataset describes a molecular structure, C35H39Cl2N3O3PS2Tl at a distorted geometry. The level of theory is the ωB97M-V functional and the def2-TZVPD basis.

```
86
Properties=species:S:1:pos:R:3:forces:R:3:lowdin_charge:R:1
Tl 0.279 -2.045 -2.484 0.0594 -0.8300 -0.1807 0.4716
O 4.060 -0.090 -1.668 0.5887 0.2018 0.0773 -0.0146
C 2.996 0.491 -1.473 -0.8997 -0.8815 -0.1696 -0.6613
O 1.835 -0.044 -1.474 0.4069 1.1861 0.3461 -0.2830
C 3.056 2.019 -1.286 -0.5818 0.1828 0.2200 -0.1095
C 4.256 2.645 -1.618 0.1013 0.0430 -0.0774 -0.0351
C 4.374 4.021 -1.611 0.0111 0.0514 -0.0376 -0.1005
C 3.274 4.801 -1.285 0.0479 0.2391 -0.0121 -0.1072
C 2.081 4.201 -0.934 -0.0522 -0.1570 0.0059 -0.1238
C 1.952 2.810 -0.889 0.7945 -0.3972 -0.2581 -0.2942
P 0.338 2.041 -0.422 0.1386 0.2652 -0.1389 1.1586
C -0.226 3.319 0.818 -0.0249 -0.4443 0.4366 -0.3632
C -1.581 3.425 1.158 0.1477 0.0041 -0.1218 -0.1294
C -2.001 4.166 2.252 -0.0930 0.0539 0.0877 -0.1062
C -1.075 4.756 3.100 0.0252 -0.0019 -0.0387 -0.1176
C 0.278 4.585 2.838 -0.0436 0.0660 0.0761 -0.0997
C 0.692 3.883 1.718 -0.0397 -0.0629 -0.1909 -0.1086
C -0.483 2.612 -1.980 -0.4904 0.1602 -0.0436 -0.3357
C -0.090 2.034 -3.191 0.1626 -0.0195 0.0731 -0.0846
C -0.665 2.420 -4.390 -0.1369 0.0059 -0.0120 -0.0842
C -1.674 3.375 -4.413 0.0207 -0.0003 -0.0501 -0.1197
C -2.076 3.959 -3.224 -0.0777 0.0275 0.0937 -0.1148
C -1.480 3.589 -2.022 0.0720 0.0026 -0.0374 -0.1083
H 5.089 2.019 -1.912 -0.1001 -0.1024 0.0590 0.1093
H 5.308 4.495 -1.891 0.0296 -0.0264 0.0159 0.0898
H 3.351 5.882 -1.311 -0.0436 0.0098 0.0036 0.0901
H 1.227 4.821 -0.690 0.0136 0.0263 -0.0122 0.1007
H -2.321 2.904 0.565 -0.0483 -0.0111 -0.0367 0.0987
H -3.061 4.273 2.456 0.0169 -0.0745 0.0047 0.0939
H -1.402 5.320 3.965 0.0034 -0.0075 -0.0010 0.0886
H 1.016 4.997 3.517 0.0034 -0.0038 -0.0436 0.0954
H 1.751 3.757 1.532 -0.0155 0.0246 0.0600 0.1002
H 0.700 1.298 -3.197 0.0402 -0.2456 0.1183 0.0815
H -0.336 1.958 -5.312 0.0320 -0.0211 0.0222 0.1021
H -2.130 3.670 -5.351 -0.0133 -0.0155 0.0002 0.0880
H -2.860 4.709 -3.219 0.0516 0.0253 -0.0180 0.0892
H -1.772 4.103 -1.116 -0.0557 -0.0301 -0.0903 0.0739
C -4.551 -2.972 0.221 -0.0496 -0.0028 0.0136 -0.0665
N -4.543 -1.799 -0.619 0.2094 0.0380 -0.2603 -0.1732
C -5.514 -1.644 -1.684 -0.1127 0.0010 -0.0314 -0.1545
C -5.059 -0.338 -2.333 -0.1054 0.0776 -0.1098 -0.1680
N -3.636 -0.382 -2.065 -0.1631 0.0412 0.1280 0.0219
C -3.363 -1.198 -0.998 0.2833 0.1726 0.0994 -0.7908
S -1.878 -1.434 -0.328 -0.3078 0.0994 0.0589 0.6252
H -5.442 -2.959 0.854 0.0213 -0.0088 0.0177 0.0809
H -3.652 -2.936 0.833 -0.0421 -0.1045 0.0376 0.0522
H -4.540 -3.900 -0.361 0.0602 0.0378 -0.0510 0.0959
H -6.532 -1.601 -1.292 0.0045 0.0225 -0.0186 0.1143
H -5.448 -2.474 -2.401 0.0031 -0.0153 0.0509 0.1247
H -5.551 0.528 -1.869 0.0697 -0.0363 0.0431 0.1119
H -5.255 -0.313 -3.406 -0.0462 -0.0124 0.0274 0.1098
H -3.053 0.430 -2.208 0.1494 -0.2368 -0.0624 0.1261
C -2.442 -0.810 3.050 0.2233 0.1612 0.0309 -0.1404
C -1.179 -0.414 3.809 -0.1248 -0.1404 -0.0342 -0.3053
C -0.174 -1.556 3.867 0.0471 0.0897 -0.4059 -0.3429
S 0.559 -2.079 2.236 0.0065 0.5986 0.7319 0.9034
O 1.426 -3.209 2.643 0.2001 -0.4793 -0.0117 -0.5334
C 1.638 -0.584 2.022 -0.2332 -0.0495 -0.2012 -0.3309
C 3.128 -0.889 2.044 -0.0518 -0.2837 0.1900 -0.2754
C 3.641 -1.324 3.419 0.0250 0.0745 -0.1395 -0.1226
H -3.173 0.000 3.061 -0.0861 -0.0048 0.0116 0.0663
H -2.889 -1.704 3.492 -0.0533 0.0095 -0.0416 0.0734
H -2.186 -1.018 2.010 -0.2334 -0.0795 0.1736 -0.0408
H -1.443 -0.126 4.833 0.1150 0.0603 -0.0161 0.0983
H -0.732 0.463 3.329 0.0075 0.0384 0.0786 0.0904
H -0.654 -2.470 4.225 0.0504 -0.0366 0.0041 0.0821
H 0.677 -1.327 4.510 0.0585 -0.0735 -0.0292 0.0793
H 1.371 0.166 2.772 -0.0170 -0.0426 0.0620 0.0737
H 1.347 -0.208 1.043 0.0535 0.1007 -0.1356 0.0264
H 3.662 0.008 1.719 -0.0715 -0.0133 -0.1199 0.1058
H 3.334 -1.671 1.310 0.0568 0.0564 -0.0315 0.1186
H 3.381 -0.586 4.185 0.0230 0.0169 0.0187 0.0628
H 4.728 -1.431 3.403 0.0070 0.0242 0.0287 0.0626
H 3.202 -2.282 3.685 -0.0045 0.0005 0.0821 0.0498
Cl -0.467 -6.729 -0.219 -0.1783 -0.0026 0.0919 0.5267
C 1.142 -6.269 -0.750 0.0818 -0.1240 0.0434 -0.6330
C 2.140 -7.202 -0.616 0.0362 0.0913 -0.0636 -0.2067
C 3.437 -6.937 -1.064 0.1114 -0.1370 0.0515 -0.1924
C 3.677 -5.702 -1.677 0.0309 -0.0256 0.0161 -0.1977
C 2.675 -4.779 -1.800 -0.0566 -0.1761 0.0437 -0.6045
Cl 3.017 -3.271 -2.621 0.4341 -0.1042 -0.0350 0.5771
C 1.300 -4.928 -1.299 0.2556 0.5868 -0.3765 -0.6168
N 0.385 -4.028 -1.368 -0.6631 0.4969 -0.0558 -0.2001
H 1.907 -8.155 -0.155 -0.0291 -0.0013 -0.0054 0.0725
H 4.234 -7.659 -0.936 -0.0197 -0.0126 -0.0091 0.0546
H 4.667 -5.476 -2.059 -0.0263 0.0645 -0.0196 0.0784
```
Forces are in eV/Å.

As for the relative energy (zero: lowest compared OMol25 entry of this formula, charge and spin): 1.911 eV. The gap between HOMO and LUMO comes out at 3.49 eV. The net charge is -2. For the total energy, the calculation gives -108237.85667 eV. The calculation puts the HOMO energy at 0.33 eV.

Question: Among the records above, which one has the highest net charge?
Answer: C43H62BrN4O4S

Question: Look up the gap between HOMO and LUMO of the third one.
Answer: 3.49 eV

Question: net charge of number 2 (C43H62BrN4O4S)?
Answer: +1